(1)
The following is a DFT calculation (ωB97M-V/def2-TZVPD) of 7 unconnected molecules or ions with the total composition C18H42ClN6O10.

Geometry as ORCA input:
```
! wB97M-V def2-TZVPD RIJCOSX def2/J DEFGRID3
* xyz -1 1
Cl -0.406 0.150 1.371
O 0.333 0.548 0.132
O -0.599 -1.287 1.531
O 0.233 0.830 2.508
O -1.732 0.802 1.176
C -5.367 0.870 -2.357
O -5.332 -0.301 -2.010
N -5.199 1.959 -1.628
C -5.009 3.293 -2.175
C -5.046 1.829 -0.167
H -5.225 1.210 -3.395
H -5.380 3.456 -3.187
H -3.931 3.445 -2.243
H -5.220 4.056 -1.427
H -5.402 2.737 0.322
H -5.343 0.891 0.303
H -3.969 1.807 -0.004
C 1.937 4.054 5.607
O 2.663 4.954 5.887
N 1.044 3.489 6.380
C 0.839 4.068 7.736
C 0.449 2.152 6.052
H 2.030 3.542 4.637
H -0.086 3.875 8.278
H 0.875 5.158 7.721
H 1.543 3.507 8.351
H 0.624 2.051 4.981
H 0.924 1.403 6.685
H -0.616 2.019 6.246
C -0.855 0.311 -5.233
O 0.174 0.241 -5.946
N -0.847 0.957 -4.041
C -2.038 1.178 -3.187
C 0.290 1.614 -3.563
H -1.825 -0.149 -5.478
H -1.995 0.660 -2.229
H -2.973 0.829 -3.625
H -2.021 2.229 -2.899
H 0.607 1.153 -2.627
H 1.126 1.724 -4.254
H -0.037 2.650 -3.478
C -2.592 -2.146 -1.341
O -3.816 -2.418 -1.337
N -1.685 -2.916 -1.945
C -2.012 -4.157 -2.659
C -0.297 -2.425 -2.015
H -2.123 -1.238 -0.931
H -1.117 -4.779 -2.631
H -2.200 -3.709 -3.635
H -2.818 -4.655 -2.121
H -0.293 -1.817 -2.919
H -0.004 -1.643 -1.314
H 0.345 -3.298 -1.895
C 4.359 1.146 -2.244
O 4.571 0.472 -3.299
N 3.986 0.637 -1.076
C 3.587 1.618 -0.111
C 3.711 -0.784 -0.834
H 4.518 2.223 -2.081
H 2.507 1.527 -0.224
H 3.790 2.671 -0.303
H 3.856 1.268 0.886
H 2.708 -0.739 -0.409
H 3.628 -1.435 -1.705
H 4.295 -1.267 -0.051
C 2.568 -3.856 -0.126
O 3.224 -4.272 -1.149
N 2.805 -4.339 1.110
C 2.155 -3.667 2.263
C 3.664 -5.438 1.351
H 1.885 -2.995 -0.073
H 2.772 -2.842 2.620
H 1.996 -4.280 3.150
H 1.158 -3.289 2.033
H 4.568 -5.060 1.828
H 3.077 -6.100 1.987
H 3.983 -5.962 0.450
*
```

The molar mass is 538.0 g/mol. The value obtained for the total energy is -2251.8949 hartree. Its LUMO energy is 2.38 eV. For the HOMO-LUMO gap, the calculation gives 8.677 eV. The value obtained for the energy above the lowest of the compared OMol25 structures with the same formula, charge and spin is 157.2 kcal/mol.

---

(2)
The following is a DFT calculation (ωB97M-V/def2-TZVPD) of a molecular structure, C26H50InNP3Se.

Geometry as ORCA input:
```
! wB97M-V def2-TZVPD RIJCOSX def2/J DEFGRID3
* xyz 3 1
In 1.109 1.180 0.122
P -0.774 0.778 2.201
P -0.558 2.379 -1.322
P 2.424 2.509 1.756
H 1.815 -2.110 -0.823
C 1.976 -2.132 0.256
C 0.929 -2.300 1.061
H -0.085 -2.374 0.643
C -1.988 -0.574 2.000
C -1.956 2.153 2.489
C -0.183 0.440 3.902
C 0.119 2.807 -2.962
C -2.180 1.662 -1.721
C -1.006 3.994 -0.593
C 3.348 1.568 3.014
C 1.475 3.755 2.695
C 3.686 3.439 0.825
H 2.990 -1.956 0.625
H 0.988 -2.202 2.143
H -1.655 -1.441 2.597
H -2.079 -0.894 0.955
H -2.961 -0.214 2.391
H -2.571 2.320 1.591
H -1.453 3.086 2.786
H -2.598 1.812 3.314
H 0.192 -0.589 3.957
H -1.058 0.543 4.556
H 0.597 1.142 4.233
H -0.619 3.443 -3.474
H 0.282 1.882 -3.540
H 1.074 3.345 -2.866
H -2.624 2.263 -2.528
H -2.848 1.677 -0.843
H -2.078 0.623 -2.067
H -1.481 4.583 -1.389
H -0.100 4.514 -0.250
H -1.704 3.878 0.248
H 4.166 2.199 3.393
H 3.765 0.660 2.555
H 2.690 1.268 3.844
H 2.179 4.512 3.072
H 0.946 3.297 3.542
H 0.734 4.240 2.044
H 4.420 3.872 1.518
H 3.202 4.239 0.248
H 4.182 2.760 0.115
C 4.793 -0.373 -2.034
C 5.065 -1.637 -1.451
C 6.169 -2.393 -1.900
C 6.980 -1.917 -2.938
C 6.707 -0.671 -3.521
C 5.634 0.091 -3.063
Se 3.341 0.909 -1.699
H 2.660 0.012 -0.594
H 4.416 -2.039 -0.661
H 6.381 -3.372 -1.437
H 7.810 -2.518 -3.299
H 7.317 -0.288 -4.334
H 5.421 1.062 -3.516
C -5.725 -2.074 -0.632
N -4.826 -2.188 0.556
C -5.585 -2.353 1.840
C -3.755 -3.280 0.350
C -2.916 -2.960 -0.859
C -3.185 -3.563 -2.102
C -2.416 -3.266 -3.216
C -1.349 -2.386 -3.084
C -1.163 -1.690 -1.853
C -1.894 -2.062 -0.766
H -6.144 -3.072 -0.823
H -5.106 -1.739 -1.480
H -6.514 -1.344 -0.392
H -4.295 -1.300 0.648
H -6.113 -3.309 1.810
H -4.872 -2.317 2.674
H -6.288 -1.519 1.956
H -3.174 -3.250 1.279
H -4.322 -4.224 0.312
H -3.999 -4.270 -2.189
H -2.622 -3.721 -4.186
H -0.709 -2.149 -3.940
H -0.447 -0.872 -1.769
*
```

The molar mass is 663.4 g/mol. The value obtained for the total energy is -4689.9477 hartree. Its LUMO energy (alpha / beta) is -10.40 / -10.40 eV. For the HOMO-LUMO gap (alpha / beta), the calculation gives 2.884 / 2.887 eV. The value obtained for the energy above the lowest of the compared OMol25 structures with the same formula, charge and spin is 35.8 kcal/mol.

---

(3)
The following is a DFT calculation (ωB97M-V/def2-TZVPD) of 6 unconnected molecules or ions with the total composition C43H81ClO21.

Geometry as ORCA input:
```
! wB97M-V def2-TZVPD RIJCOSX def2/J DEFGRID3
* xyz 0 1
C 8.114 0.202 3.317
C 7.974 0.151 1.827
C 6.700 0.794 1.217
Cl 5.789 1.691 2.454
C 5.888 -0.286 0.527
O 6.347 -0.201 -0.863
C 5.422 0.192 -1.680
O 5.525 0.110 -2.825
C 4.215 0.709 -0.897
O 3.017 0.477 -1.508
C 4.432 2.179 -0.732
C 3.203 2.950 -0.415
O 3.057 2.992 1.017
C 2.447 4.071 1.454
C 3.067 4.763 2.588
O 1.475 4.484 0.971
C 4.415 -0.187 0.319
C 3.470 -0.121 1.493
C 2.148 -0.793 1.195
C 1.779 -1.769 2.296
C 0.792 -2.810 1.872
C -0.658 -2.387 1.898
C -1.086 -1.627 3.135
C -1.071 -0.138 2.970
C -2.041 0.365 1.941
C -2.259 1.826 2.149
C -0.974 2.619 1.981
C -0.368 3.024 3.299
O 0.980 2.574 3.332
C 1.452 2.476 4.640
H 8.941 -0.418 3.574
H 8.378 1.173 3.634
H 7.279 -0.182 3.848
H 8.791 0.706 1.433
H 8.091 -0.832 1.462
H 7.030 1.492 0.499
H 6.178 -1.271 0.757
H 2.973 -0.428 -1.821
H 5.173 2.427 -0.013
H 4.785 2.550 -1.666
H 2.325 2.572 -0.877
H 3.341 3.947 -0.753
H 2.543 4.531 3.486
H 2.944 5.796 2.402
H 4.108 4.564 2.699
H 4.195 -1.158 -0.089
H 3.258 0.869 1.814
H 3.926 -0.670 2.281
H 2.206 -1.367 0.302
H 1.370 -0.075 1.078
H 1.488 -1.231 3.172
H 2.683 -2.281 2.549
H 0.905 -3.720 2.420
H 1.006 -3.074 0.861
H -0.905 -1.835 1.024
H -1.263 -3.261 1.868
H -0.459 -1.891 3.958
H -2.081 -1.893 3.403
H -0.099 0.216 2.731
H -1.338 0.316 3.900
H -2.974 -0.143 2.028
H -1.674 0.267 0.941
H -2.609 2.033 3.136
H -2.992 2.216 1.484
H -1.161 3.501 1.434
H -0.244 2.023 1.489
H -0.336 4.094 3.363
H -0.885 2.598 4.131
H 1.001 1.636 5.123
H 2.511 2.403 4.637
H 1.148 3.352 5.191
C 4.494 -1.080 -5.323
C 3.102 -0.544 -5.087
O 2.426 -0.265 -6.331
C 1.881 -1.323 -6.913
O 1.859 -2.438 -6.462
O 1.336 -0.932 -8.065
C 0.760 -1.991 -8.834
H 5.045 -0.389 -5.961
H 5.020 -1.191 -4.391
H 4.489 -2.047 -5.828
H 3.172 0.403 -4.557
H 2.494 -1.215 -4.478
H 0.059 -2.571 -8.239
H 1.540 -2.635 -9.232
H 0.228 -1.526 -9.659
C -4.439 -3.055 -0.274
C -3.851 -4.285 -0.930
O -3.289 -3.971 -2.213
C -2.092 -3.400 -2.187
O -1.439 -3.153 -1.204
O -1.747 -3.114 -3.439
C -0.512 -2.407 -3.560
H -5.150 -2.573 -0.947
H -4.945 -3.319 0.650
H -3.663 -2.328 -0.043
H -4.633 -5.016 -1.119
H -3.105 -4.761 -0.296
H 0.293 -2.925 -3.045
H -0.626 -1.398 -3.164
H -0.271 -2.343 -4.616
C -5.131 6.143 0.206
C -5.765 4.817 0.568
O -5.946 4.700 1.986
C -6.988 5.355 2.487
O -7.784 6.009 1.866
O -6.994 5.171 3.807
C -8.024 5.882 4.497
H -4.208 6.288 0.768
H -4.908 6.182 -0.859
H -5.795 6.971 0.449
H -5.101 4.005 0.280
H -6.709 4.671 0.047
H -9.000 5.675 4.066
H -7.822 6.951 4.475
H -8.007 5.536 5.525
C -4.695 -7.759 4.879
C -4.488 -6.289 4.586
O -3.146 -5.874 4.882
C -2.233 -6.193 3.972
O -2.434 -6.774 2.936
O -1.051 -5.767 4.406
C 0.049 -6.098 3.553
H -4.402 -7.987 5.904
H -5.741 -8.031 4.742
H -4.089 -8.378 4.221
H -5.129 -5.688 5.225
H -4.736 -6.048 3.554
H -0.130 -5.772 2.532
H 0.231 -7.171 3.579
H 0.924 -5.585 3.936
C -0.711 1.075 -7.750
C -1.237 0.222 -6.615
O -1.452 0.989 -5.420
C -2.564 1.716 -5.392
O -3.402 1.773 -6.253
O -2.591 2.379 -4.235
C -3.703 3.263 -4.088
H 0.180 1.619 -7.440
H -0.466 0.466 -8.609
H -1.455 1.812 -8.053
H -0.506 -0.533 -6.345
H -2.153 -0.296 -6.896
H -4.642 2.747 -4.268
H -3.603 4.108 -4.766
H -3.683 3.622 -3.064
*
```

The molar mass is 969.6 g/mol. The value obtained for the total energy is -3727.2748 hartree. Its LUMO energy is 0.47 eV. For the HOMO-LUMO gap, the calculation gives 10.100 eV. The SMILES is CC[C@H](Cl)[C@@H]1OC(=O)[C@](O)(CCOC(C)=O)[C@@H]1CCCCCCCCCCCOC.CCOC(=O)OC.CCOC(=O)OC.CCOC(=O)OC.CCOC(=O)OC.CCOC(=O)OC.

---

(4)
The following is a DFT calculation (ωB97M-V/def2-TZVPD) of a molecular structure, C36H30AuF3Sb2.

Geometry as ORCA input:
```
! wB97M-V def2-TZVPD RIJCOSX def2/J DEFGRID3
* xyz 0 1
Au -1.464 0.812 -0.054
C 1.041 -0.866 -2.597
C 1.063 0.176 -3.730
C 0.082 1.343 -3.596
Sb -0.022 2.339 -1.683
C 0.103 4.357 -2.373
C -0.761 4.794 -3.374
C -0.699 6.104 -3.829
C 0.222 6.986 -3.279
C 1.077 6.557 -2.273
C 1.018 5.246 -1.817
C 1.968 2.086 -0.982
C 2.177 1.509 0.271
C 3.470 1.255 0.714
C 4.557 1.578 -0.088
C 4.355 2.163 -1.333
C 3.064 2.418 -1.779
Sb -0.857 -1.336 -1.672
C -0.024 -2.569 -0.129
C 1.065 -3.401 -0.389
C 1.575 -4.226 0.604
C 0.992 -4.238 1.866
C -0.100 -3.423 2.129
C -0.603 -2.588 1.138
C -1.475 -3.012 -2.863
C -1.063 -3.151 -4.184
C -1.438 -4.268 -4.922
C -2.232 -5.247 -4.342
C -2.652 -5.109 -3.024
C -2.277 -3.994 -2.288
H 1.617 -0.504 -1.741
H 1.510 -1.792 -2.928
H 0.844 -0.322 -4.679
H 2.083 0.558 -3.815
H -0.936 0.962 -3.724
H 0.244 2.090 -4.375
H -1.489 4.115 -3.807
H -1.372 6.437 -4.610
H 0.269 8.008 -3.633
H 1.793 7.244 -1.839
H 1.690 4.918 -1.033
H 1.332 1.249 0.902
H 3.625 0.805 1.686
H 5.563 1.378 0.257
H 5.202 2.421 -1.957
H 2.913 2.880 -2.749
H 1.519 -3.424 -1.374
H 2.424 -4.864 0.391
H 1.388 -4.884 2.640
H -0.562 -3.426 3.109
H -1.435 -1.933 1.372
H -0.440 -2.393 -4.649
H -1.107 -4.372 -5.948
H -2.523 -6.119 -4.915
H -3.270 -5.872 -2.567
H -2.594 -3.903 -1.254
F -2.890 0.171 9.431
C -1.956 -0.539 8.777
F -0.770 -0.266 9.359
F -2.205 -1.844 9.027
C -1.937 -0.252 7.308
C -2.904 0.548 6.721
C -2.868 0.783 5.355
C -1.867 0.220 4.561
C -0.899 -0.587 5.171
C -0.933 -0.819 6.533
C -1.827 0.456 3.147
C -1.789 0.655 1.949
H -3.683 0.988 7.328
H -3.619 1.407 4.890
H -0.120 -1.025 4.560
H -0.181 -1.442 7.001
*
```

The molar mass is 960.1 g/mol. The value obtained for the total energy is -2305.5166 hartree. Its LUMO energy is -0.02 eV. For the HOMO-LUMO gap, the calculation gives 7.568 eV. The value obtained for the energy above the lowest of the compared OMol25 structures with the same formula, charge and spin is 0.0 kcal/mol.

---

(5)
The following is a DFT calculation (ωB97M-V/def2-TZVPD) of a molecular structure, C16H22AsN2O9Pt.

Geometry as ORCA input:
```
! wB97M-V def2-TZVPD RIJCOSX def2/J DEFGRID3
* xyz 1 1
Pt 0.278 -1.006 0.501
O -1.465 -2.237 1.017
C -1.048 -3.560 1.401
C 0.152 -3.325 2.274
N 1.248 -2.637 1.526
C 1.879 -3.504 0.519
C 1.128 -3.443 -0.822
O 1.056 -4.414 -1.522
O 0.671 -2.252 -1.110
C 2.147 -1.958 2.477
C 1.483 -0.718 3.065
O 1.798 -0.262 4.125
O 0.543 -0.160 2.303
H -2.090 -2.247 0.273
H -1.846 -4.054 1.954
H -0.809 -4.154 0.518
H -0.136 -2.680 3.105
H 0.526 -4.266 2.683
H 2.897 -3.160 0.343
H 1.919 -4.538 0.859
H 2.445 -2.618 3.293
H 3.048 -1.658 1.946
C 3.720 -0.444 -0.511
As 1.978 0.369 -0.412
C 2.185 1.995 0.581
C 1.499 0.715 -2.235
H 4.364 0.255 -1.045
H 3.659 -1.375 -1.070
H 4.139 -0.605 0.479
H 2.551 2.759 -0.104
H 2.906 1.834 1.379
H 1.225 2.280 1.002
H 2.061 1.583 -2.578
H 0.433 0.906 -2.315
H 1.755 -0.164 -2.822
O -1.848 -0.433 -1.223
C -1.640 0.636 -0.691
O -0.675 0.753 0.232
C -2.356 1.897 -0.995
C -2.005 3.095 -0.378
C -2.679 4.259 -0.701
C -3.696 4.187 -1.635
C -4.070 3.011 -2.256
C -3.387 1.852 -1.930
N -4.418 5.435 -1.989
O -4.040 6.459 -1.464
O -5.317 5.343 -2.794
H -1.215 3.113 0.359
H -2.439 5.207 -0.244
H -4.875 3.017 -2.975
H -3.640 0.909 -2.394
*
```

The molar mass is 656.4 g/mol. The value obtained for the total energy is -3764.3362 hartree. Its LUMO energy is -4.63 eV. For the HOMO-LUMO gap, the calculation gives 8.083 eV.

---

Question: molar mass of number 2 (C26H50InNP3Se)?
Answer: 663.4 g/mol

---

Copy entry 5 word for word.
The following is a DFT calculation (ωB97M-V/def2-TZVPD) of a molecular structure, C16H22AsN2O9Pt.

Geometry as ORCA input:
```
! wB97M-V def2-TZVPD RIJCOSX def2/J DEFGRID3
* xyz 1 1
Pt 0.278 -1.006 0.501
O -1.465 -2.237 1.017
C -1.048 -3.560 1.401
C 0.152 -3.325 2.274
N 1.248 -2.637 1.526
C 1.879 -3.504 0.519
C 1.128 -3.443 -0.822
O 1.056 -4.414 -1.522
O 0.671 -2.252 -1.110
C 2.147 -1.958 2.477
C 1.483 -0.718 3.065
O 1.798 -0.262 4.125
O 0.543 -0.160 2.303
H -2.090 -2.247 0.273
H -1.846 -4.054 1.954
H -0.809 -4.154 0.518
H -0.136 -2.680 3.105
H 0.526 -4.266 2.683
H 2.897 -3.160 0.343
H 1.919 -4.538 0.859
H 2.445 -2.618 3.293
H 3.048 -1.658 1.946
C 3.720 -0.444 -0.511
As 1.978 0.369 -0.412
C 2.185 1.995 0.581
C 1.499 0.715 -2.235
H 4.364 0.255 -1.045
H 3.659 -1.375 -1.070
H 4.139 -0.605 0.479
H 2.551 2.759 -0.104
H 2.906 1.834 1.379
H 1.225 2.280 1.002
H 2.061 1.583 -2.578
H 0.433 0.906 -2.315
H 1.755 -0.164 -2.822
O -1.848 -0.433 -1.223
C -1.640 0.636 -0.691
O -0.675 0.753 0.232
C -2.356 1.897 -0.995
C -2.005 3.095 -0.378
C -2.679 4.259 -0.701
C -3.696 4.187 -1.635
C -4.070 3.011 -2.256
C -3.387 1.852 -1.930
N -4.418 5.435 -1.989
O -4.040 6.459 -1.464
O -5.317 5.343 -2.794
H -1.215 3.113 0.359
H -2.439 5.207 -0.244
H -4.875 3.017 -2.975
H -3.640 0.909 -2.394
*
```

The molar mass is 656.4 g/mol. The value obtained for the total energy is -3764.3362 hartree. Its LUMO energy is -4.63 eV. For the HOMO-LUMO gap, the calculation gives 8.083 eV.